(1)
C22H30N4O4 | the ωB97M-V functional and the def2-TZVPD basis

Summary:
ΔE to the lowest compared entry with this formula, charge and spin	467.6	kJ/mol
HOMO	-8.169	eV
orbital gap	8.9	eV
E	-37449.8952	eV
max |F|	0.014	hartree/bohr
lowest unoccupied orbital energy	0.02646	Eh
SMILES	COc1cc(C(=O)NC[C@H](c2cccnc2)N2CCN(C)CC2)cc(OC)c1OC

Geometry (Å):
C  -0.506  2.521  3.504
H  0.368  2.747  2.886
O  -0.274  1.419  4.347
C  0.067  0.223  3.785
C  0.105  0.001  2.419
C  0.502  -1.241  1.928
C  0.878  -2.237  2.803
C  0.818  -2.047  4.187
C  0.392  -0.811  4.690
O  0.356  -0.581  6.052
C  -0.906  -0.250  6.597
H  -0.755  -0.201  7.674
H  -1.648  -1.023  6.367
H  -1.266  0.715  6.234
O  1.202  -3.134  4.900
C  1.241  -3.127  6.311
H  0.240  -3.052  6.743
H  1.862  -2.317  6.695
H  1.677  -4.088  6.584
H  1.214  -3.190  2.430
C  0.582  -1.479  0.456
O  1.486  -2.089  -0.079
N  -0.468  -0.966  -0.234
H  -1.144  -0.416  0.270
C  -0.437  -0.834  -1.673
H  -0.055  -1.771  -2.083
H  -1.453  -0.665  -2.032
C  0.524  0.317  -2.083
N  0.612  0.658  -3.484
C  1.378  -0.211  -4.350
C  0.541  -1.287  -5.048
N  -0.534  -0.654  -5.791
C  -1.285  -1.607  -6.575
H  -0.611  -2.106  -7.269
H  -2.045  -1.076  -7.147
H  -1.783  -2.372  -5.956
C  -1.385  0.094  -4.885
C  -0.556  1.167  -4.167
H  -1.182  1.716  -3.462
H  -0.198  1.871  -4.928
H  -2.167  0.584  -5.471
H  -1.876  -0.576  -4.154
H  1.174  -1.831  -5.752
H  0.149  -2.010  -4.309
H  2.180  -0.678  -3.777
H  1.822  0.423  -5.127
C  0.245  1.579  -1.295
C  -1.020  1.960  -0.857
N  -1.261  3.048  -0.146
C  -0.246  3.841  0.153
C  1.055  3.581  -0.248
C  1.299  2.431  -0.977
H  2.300  2.184  -1.300
H  1.856  4.256  0.011
H  -0.495  4.716  0.740
H  -1.900  1.368  -1.077
H  1.527  -0.022  -1.792
H  -0.123  0.804  1.736
H  -1.375  2.366  2.855
H  -0.702  3.360  4.170

Listed below, in e, are the Löwdin charges computed for each atom: -0.07, 0.09, -0.09, -0.18, 0.03, -0.13, 0.06, -0.18, -0.13, -0.11, -0.07, 0.09, 0.10, 0.08, -0.06, -0.06, 0.09, 0.10, 0.09, 0.13, -0.45, 0.08, 0.07, 0.12, -0.12, 0.12, 0.11, -0.25, -0.12, -0.15, -0.19, -0.23, -0.10, 0.08, 0.08, 0.09, -0.19, -0.15, 0.11, 0.13, 0.12, 0.11, 0.12, 0.12, 0.13, 0.12, -0.16, -0.13, 0.07, -0.17, -0.05, 0.00, 0.12, 0.10, 0.10, 0.12, 0.14, 0.09, 0.09, 0.10

=====

(2)
C16H18BF16NO4P | the ωB97M-V functional and the def2-TZVPD basis

Summary:
total charge	+1
HOMO	-13.402	eV
orbital gap	8.1	eV
E	-80002.2868	eV
max |F|	0.063	hartree/bohr
lowest unoccupied orbital energy	-0.19633	Eh

Geometry (Å):
C  -0.488  1.498  3.877
B  -1.641  1.986  2.872
O  -1.293  2.583  1.643
C  -3.221  1.784  3.197
C  -3.795  0.418  2.990
C  -5.205  0.222  3.325
C  -6.006  1.340  3.841
N  -5.454  2.591  3.979
C  -4.107  2.819  3.670
P  -3.474  4.574  3.901
O  -2.127  4.613  4.555
H  0.319  1.003  3.258
H  0.012  2.343  4.420
H  -0.834  0.724  4.613
H  -0.804  3.394  1.889
H  -3.195  -0.435  2.597
H  -5.734  -0.751  3.228
H  -7.072  1.224  4.136
H  -6.010  3.371  4.333
H  -3.351  5.109  2.573
H  -4.462  5.391  4.552
C  1.625  1.359  0.056
C  2.171  2.114  -1.171
C  2.906  1.249  -2.192
F  4.002  0.666  -1.669
F  3.336  2.002  -3.234
F  2.945  3.142  -0.754
F  1.100  2.683  -1.799
O  2.419  1.424  1.244
C  3.452  0.491  1.399
C  4.829  1.157  1.479
F  5.105  1.849  0.356
F  5.798  0.223  1.618
F  3.380  -0.441  0.434
F  3.202  -0.153  2.563
H  0.695  1.859  0.335
H  1.326  0.337  -0.183
H  2.252  0.470  -2.594
H  4.879  1.845  2.325
C  0.672  -4.774  -2.908
C  0.528  -5.391  -4.313
C  1.678  -5.124  -5.284
F  1.828  -3.809  -5.546
F  1.433  -5.730  -6.470
F  -0.654  -5.004  -4.846
F  0.441  -6.740  -4.143
O  -0.027  -3.549  -2.671
C  0.611  -2.358  -3.021
C  -0.153  -1.584  -4.101
F  -0.265  -2.305  -5.232
F  0.497  -0.439  -4.428
F  1.888  -2.605  -3.361
F  0.665  -1.617  -1.880
H  0.203  -5.481  -2.222
H  1.712  -4.720  -2.581
H  2.622  -5.516  -4.896
H  -1.158  -1.329  -3.759

Listed below, in e, are the Löwdin charges computed for each atom: 0.01, -0.44, 0.09, -0.02, 0.08, 0.03, 0.01, 0.07, -0.22, 0.77, -0.41, 0.08, 0.09, 0.08, 0.13, 0.14, 0.13, 0.15, 0.16, 0.05, 0.03, -0.04, -0.43, -0.30, 0.10, 0.10, 0.13, 0.11, 0.03, -0.52, -0.28, 0.10, 0.10, 0.14, 0.14, 0.12, 0.13, 0.15, 0.18, -0.04, -0.44, -0.30, 0.09, 0.10, 0.13, 0.11, 0.04, -0.52, -0.28, 0.11, 0.10, 0.14, 0.12, 0.15, 0.15, 0.18, 0.18

=====

(3)
C15H56N8O13 | the ωB97M-V functional and the def2-TZVPD basis

Summary:
ΔE to the lowest compared entry with this formula, charge and spin	737.2	kJ/mol
HOMO	-8.432	eV
orbital gap	8.4	eV
E	-54996.2434	eV
max |F|	0.166	hartree/bohr
lowest unoccupied orbital energy	-0.00002	Eh

Geometry (Å):
C  1.352  2.863  -4.228
C  1.680  1.539  -3.483
O  0.654  1.365  -2.525
H  0.411  2.769  -4.760
H  2.097  3.125  -5.053
H  1.158  3.690  -3.472
H  2.683  1.417  -3.159
H  1.576  0.713  -4.127
H  0.797  1.998  -1.828
C  3.055  -0.817  -1.755
C  2.152  -1.629  -2.689
O  0.806  -1.381  -2.413
H  3.867  -0.280  -2.369
H  3.657  -1.432  -1.070
H  2.502  -0.055  -1.138
H  2.451  -2.673  -2.724
H  2.322  -1.402  -3.697
H  0.686  -0.456  -2.604
C  0.598  -3.634  3.096
O  -0.584  -3.559  3.727
N  1.066  -2.609  2.378
N  1.310  -4.711  2.929
H  0.824  -1.672  2.707
H  2.081  -2.724  2.030
H  1.114  -5.550  3.595
H  2.287  -4.624  2.570
C  0.979  -4.543  -0.709
O  0.859  -4.669  -2.036
N  1.090  -5.380  0.260
N  0.892  -3.350  -0.241
H  1.072  -6.425  0.064
H  0.795  -5.104  1.244
H  0.817  -2.630  -0.992
H  0.835  -2.964  0.709
C  -3.876  1.678  2.652
O  -3.180  0.896  3.533
N  -4.973  2.338  2.948
N  -3.520  1.707  1.380
H  -5.337  2.390  3.921
H  -5.467  2.820  2.223
H  -2.563  1.230  1.096
H  -3.766  2.407  0.665
C  -1.179  4.543  -1.573
O  -0.232  3.599  -1.179
N  -2.105  4.856  -0.787
N  -1.188  5.279  -2.670
H  -1.988  4.664  0.267
H  -2.682  5.639  -1.019
H  -0.395  5.246  -3.217
H  -1.777  6.148  -2.851
C  -1.769  -2.813  -2.469
O  -3.007  -2.599  -3.091
H  -1.476  -2.024  -1.747
H  -1.016  -2.945  -3.246
H  -1.732  -3.747  -1.849
H  -3.379  -3.381  -3.568
C  1.174  0.060  4.573
O  -0.020  -0.406  3.973
H  1.455  -0.570  5.445
H  1.106  1.094  4.837
H  2.020  -0.059  3.818
H  -0.401  -1.195  4.445
C  1.795  3.224  2.188
O  1.660  4.269  1.268
H  2.164  3.556  3.151
H  2.640  2.585  1.858
H  0.862  2.667  2.119
H  1.125  3.889  0.594
C  -2.762  0.876  -2.153
O  -3.326  1.031  -3.437
H  -2.431  1.860  -1.732
H  -1.893  0.165  -2.194
H  -3.482  0.539  -1.505
H  -2.720  0.558  -3.952
C  4.769  0.058  1.563
O  3.446  -0.042  1.208
H  5.141  -0.959  1.709
H  4.819  0.690  2.449
H  5.293  0.570  0.735
H  3.137  0.764  0.721
C  -3.224  -1.864  0.701
O  -2.545  -1.766  1.948
H  -2.910  -2.829  0.356
H  -2.876  -1.158  -0.011
H  -4.279  -1.768  0.810
H  -2.722  -0.940  2.448
C  0.114  0.355  0.449
O  -0.999  0.570  1.269
H  -0.146  -0.229  -0.332
H  1.012  -0.109  0.979
H  0.363  1.298  -0.035
H  -0.733  0.116  2.082

Listed below, in e, are the Löwdin charges computed for each atom: -0.06, -0.28, -0.11, 0.06, 0.09, 0.06, 0.09, 0.09, 0.03, -0.07, -0.31, -0.11, 0.09, 0.06, 0.06, 0.11, 0.08, 0.03, -0.63, -0.05, 0.13, 0.10, 0.07, 0.16, 0.19, 0.14, -0.70, -0.10, 0.14, 0.17, 0.15, 0.08, 0.09, 0.05, -0.62, -0.12, 0.15, 0.14, 0.14, 0.10, 0.12, 0.10, -0.59, -0.12, 0.16, 0.18, 0.18, 0.11, 0.07, 0.16, -0.20, -0.13, 0.05, 0.07, 0.08, 0.10, -0.13, -0.16, 0.09, 0.07, 0.08, 0.11, -0.16, -0.11, 0.08, 0.07, 0.08, 0.01, -0.15, -0.08, 0.07, 0.09, 0.03, 0.04, -0.18, -0.19, 0.09, 0.08, 0.09, 0.07, -0.13, -0.14, 0.07, 0.03, 0.07, 0.04, -0.12, -0.13, 0.03, 0.10, 0.06, 0.05

=====

(4)
C2H3NO2 | the ωB97M-V functional and the def2-TZVPD basis

Summary:
ΔE to the lowest compared entry with this formula, charge and spin	753.3	kJ/mol
HOMO (spin up / spin down)	-8.930 / -8.958	eV
orbital gap (spin up / spin down)	8.3 / 8.3	eV
E	-7700.0351	eV
max |F|	0.065	hartree/bohr
lowest unoccupied orbital energy (spin up / spin down)	-0.02380 / -0.02392	Eh

Geometry (Å):
C  -0.584  -0.987  0.516
C  -0.506  0.381  0.069
N  1.878  0.265  -0.199
O  0.828  0.958  0.120
O  1.729  -0.940  -0.258
H  -1.393  -1.374  -0.044
H  -0.896  0.624  -0.842
H  -1.056  1.074  0.637

Listed below, in e, are the Löwdin charges computed for each atom: 0.18, -0.28, -0.04, -0.08, 0.00, 0.00, 0.09, 0.13